# 1
Molecular formula: C43H76N11O3P2S4
Method: DFT, ωB97M-V/def2-TZVPD

The net charge is +1. Its LUMO energy is -0.1603 Eh. As for the max |F|: 9.39 eV/Å.

XYZ file:
```
139
Properties=species:S:1:pos:R:3:forces:R:3
C -2.3091 -1.7144 3.7606 0.348 1.074 0.099
C -1.1648 -0.6222 4.1862 -0.516 -0.287 0.022
C 0.0398 -0.5281 3.1296 0.132 -0.710 1.579
N -0.1536 0.5432 2.0779 -0.022 -1.704 -1.568
C -0.6839 -0.0967 0.8327 1.987 0.246 0.599
C 0.3388 -0.9306 0.0274 -4.173 -1.019 -2.430
C 1.8835 -1.1353 0.3628 -0.689 0.639 -0.079
C 2.7044 -0.0866 -0.5924 0.444 -0.336 0.813
C 4.0030 -0.7486 -1.2745 -0.010 0.212 0.592
S 3.8213 -0.9778 -3.1325 -0.517 -0.786 -0.464
C 2.9191 -2.5580 -3.4677 -0.176 -1.429 1.942
S 2.8223 -3.6507 -2.1649 0.172 1.309 -1.598
N 2.3289 -2.9309 -4.7653 -1.907 0.974 2.016
C 1.7464 -4.3039 -4.7539 -0.591 -4.592 -0.552
C 0.3013 -4.6370 -4.2277 1.789 -2.430 -0.852
C -0.2518 -6.0890 -4.2326 3.467 1.056 -1.151
C 0.6190 -7.2508 -4.7741 1.393 3.906 -0.012
C 2.0263 -6.8925 -5.3242 -1.853 1.648 1.211
C 2.6186 -5.4405 -5.3265 -3.868 -1.323 1.339
C 1.2202 -2.0386 -5.1743 -3.197 3.112 -2.358
C 0.5436 -2.3380 -6.5600 -1.036 2.139 1.187
C -0.6520 -1.5376 -7.1215 1.757 0.480 3.610
C -1.2475 -0.3661 -6.2976 3.321 -2.228 1.247
C -0.5590 -0.0316 -4.9424 0.388 -2.229 -2.043
C 0.6555 -0.8424 -4.3746 -1.631 -1.046 -3.024
C -0.3498 -1.5971 -1.2361 -1.359 3.468 4.594
C -1.8526 -1.2156 -1.2964 1.078 -0.494 -0.460
N -2.6440 -0.3944 -0.4849 2.551 -2.020 -1.446
N -2.0536 0.1565 0.5699 3.557 -1.696 -0.226
C -2.8548 1.0259 1.4846 -1.300 1.896 0.636
C -4.3617 1.2802 0.9992 -0.146 0.644 0.375
C -4.4074 2.6162 0.0886 -0.038 0.890 1.071
S -5.5465 2.5056 -1.3701 -0.913 0.358 0.392
C -6.8245 3.8726 -1.2260 -0.019 2.415 1.179
S -6.3619 5.4527 -0.8376 -0.461 -2.780 -0.651
N -8.2771 3.6440 -1.4156 1.813 -1.701 -0.683
C -8.5680 3.4085 -2.8703 -0.902 0.110 -0.551
C -10.1641 3.2297 -3.0269 -0.575 0.214 -0.721
O -10.8636 3.1988 -1.7584 1.162 -1.283 -0.233
C -10.2891 2.0954 -1.0224 1.045 -0.336 0.073
C -8.7372 2.4410 -0.6611 -0.472 -1.258 0.776
H -2.4094 -2.5070 4.5781 0.099 0.982 -1.466
H -3.3076 -1.1545 3.6555 1.361 -1.084 0.221
H -2.0390 -2.1432 2.7352 -0.482 0.201 1.497
H -0.7600 -0.9112 5.2247 -0.521 0.555 -1.680
H -1.7002 0.3844 4.2853 1.155 -1.252 0.045
H 0.1788 -1.5832 2.6876 -0.141 1.544 0.402
H 1.0357 -0.2757 3.6545 -1.664 -0.307 -0.633
H 0.8131 0.8786 1.8884 -1.154 -0.183 -0.236
H 2.1701 -2.2217 0.1680 -0.525 1.515 -0.055
H 2.1396 -0.9356 1.4726 -0.679 -0.221 -1.849
H 3.1049 0.7157 0.1394 -0.822 -1.003 -1.440
H 1.9995 0.3816 -1.3772 1.293 -0.668 1.295
H 4.3348 -1.7041 -0.7443 -0.603 1.218 -0.925
H 4.8713 0.0044 -1.1642 -1.309 -1.191 -0.626
H -0.3497 -3.7918 -3.7920 1.184 -1.506 -0.930
H -1.2932 -6.2849 -3.8132 1.667 0.340 -0.701
H 0.2181 -8.3283 -4.7551 0.841 1.963 -0.129
H 2.6543 -7.7670 -5.7331 -1.009 1.721 0.689
H 3.6649 -5.3223 -5.7648 -1.726 0.184 0.823
H 0.9540 -3.2052 -7.1941 -0.693 1.508 1.225
H -1.0827 -1.8676 -8.1219 0.643 0.636 1.578
H -2.1511 0.2014 -6.7152 1.627 -0.828 0.941
H -1.0171 0.8437 -4.3539 1.037 -1.565 -0.846
H 1.0865 -0.5621 -3.3621 -0.613 -0.322 -1.668
H 0.2085 -2.2657 -1.9707 -1.044 0.938 1.080
H -2.4227 -1.6991 -2.1761 0.798 1.114 1.672
H -2.8944 0.6762 2.5671 0.538 -0.039 -1.750
H -2.3301 2.0551 1.4905 -0.678 -1.761 0.110
H -4.9647 1.5365 1.9532 1.083 -0.557 -1.461
H -4.8820 0.3791 0.5362 0.973 1.228 0.440
H -4.7835 3.4791 0.7627 0.601 -1.284 -1.272
H -3.3640 2.9276 -0.2585 -1.458 -0.571 0.270
H -8.2555 4.3184 -3.4990 -0.176 -1.498 1.070
H -8.0755 2.4383 -3.2302 -0.387 1.348 0.309
H -10.6295 4.0805 -3.6430 0.803 -1.170 1.125
H -10.3975 2.2545 -3.5904 0.442 1.268 0.745
H -10.2846 1.1460 -1.6782 -0.110 1.377 0.814
H -10.8508 1.8202 -0.0676 0.498 0.890 -1.409
H -8.1463 1.4770 -0.9152 -0.603 1.566 0.326
H -8.6020 2.6325 0.4666 -0.260 -0.138 -1.751
O 10.6131 -1.3594 -5.4668 1.694 -1.465 4.201
P 10.0502 -0.2878 -4.5133 -3.976 3.835 -7.599
N 8.4252 -0.7191 -4.8586 -1.288 -1.332 -0.416
C 7.2845 0.1233 -5.1210 0.031 0.780 -0.077
C 7.9717 -1.8815 -4.0960 0.731 -0.295 -0.057
N 10.6491 1.0106 -5.5326 1.244 0.738 -0.495
C 9.8364 1.6992 -6.5303 -0.322 0.478 0.245
C 11.9132 0.6789 -6.2322 -0.116 -0.157 -0.015
N 9.4740 0.9228 -3.3363 1.675 -1.660 4.017
C 9.0837 2.3052 -3.5471 0.027 0.441 -1.035
C 10.4723 0.9380 -2.2406 0.023 -0.219 0.022
H 6.8642 0.5677 -4.2130 -0.141 0.151 0.212
H 6.4767 -0.4454 -5.5996 0.269 -0.273 0.188
H 7.4946 0.9225 -5.8369 0.176 -0.089 0.268
H 7.8050 -1.6226 -3.0425 -0.211 -0.020 0.169
H 8.7189 -2.6831 -4.1337 -0.026 0.156 0.007
H 7.0490 -2.3011 -4.5032 0.003 0.199 -0.074
H 9.4213 1.0197 -7.2793 -0.043 -0.113 -0.123
H 10.4353 2.4574 -7.0538 0.153 -0.359 0.115
H 9.0312 2.2874 -6.1006 -0.182 -0.193 0.126
H 11.7261 0.0599 -7.1197 0.118 -0.036 0.111
H 12.6023 0.1473 -5.5829 -0.012 -0.072 0.010
H 12.4214 1.5877 -6.5743 -0.284 0.082 0.215
H 9.9070 2.9346 -3.9064 -0.014 -0.050 -0.107
H 8.7384 2.7416 -2.6026 0.218 -0.472 0.192
H 8.2279 2.4144 -4.2124 0.216 -0.184 -0.141
H 11.4231 1.3630 -2.5868 0.056 0.123 0.153
H 10.6687 -0.0825 -1.8937 0.019 -0.025 -0.007
H 10.1292 1.5101 -1.3772 -0.092 0.026 -0.077
O -2.8946 1.6794 6.7485 3.154 2.890 1.924
P -3.2846 1.5327 8.2326 -6.610 -6.110 -2.666
N -2.9029 -0.1407 8.2512 1.093 -1.351 -0.777
C -3.6335 -1.2465 8.8239 -0.734 0.019 0.441
C -1.4727 -0.3953 8.4251 0.173 0.651 -0.351
N -4.9757 1.8456 7.8736 -1.048 1.048 -0.577
C -5.9698 0.7964 7.6729 -0.278 -0.158 0.571
C -5.1775 2.7836 6.7446 0.132 -0.118 0.054
N -3.6829 1.4571 9.9692 3.260 2.838 1.794
C -4.9360 1.1117 10.6167 -0.979 -0.281 -0.641
C -3.2659 2.7590 10.5436 0.222 0.039 -0.054
H -3.5222 -1.3158 9.9097 -0.014 -0.051 0.226
H -3.2886 -2.2015 8.4071 0.288 0.301 -0.066
H -4.6995 -1.2291 8.5819 0.201 0.239 0.107
H -1.1571 -0.1896 9.4549 0.129 -0.161 0.135
H -0.8829 0.2433 7.7561 -0.119 0.018 0.091
H -1.2096 -1.4264 8.1783 -0.213 -0.016 0.056
H -5.7061 0.1141 6.8599 0.052 -0.105 -0.152
H -6.9497 1.2373 7.4424 0.345 0.156 -0.131
H -6.1744 0.2180 8.5684 0.254 -0.136 0.047
H -5.0600 2.2740 5.7781 0.067 0.118 -0.004
H -4.4766 3.6121 6.7825 0.066 -0.006 -0.027
H -6.1874 3.2085 6.7645 0.071 -0.192 0.292
H -5.7481 1.8111 10.3832 -0.003 -0.048 -0.096
H -4.8072 1.1257 11.7049 0.501 0.233 -0.173
H -5.2633 0.0941 10.4066 0.078 0.143 -0.261
H -3.9093 3.5692 10.1777 -0.037 0.104 0.167
H -2.2363 2.9902 10.2486 0.026 0.007 -0.025
H -3.2947 2.7571 11.6340 -0.043 -0.121 -0.036
```
Positions in Å, forces in eV/Å.

# 2
Molecular formula: C4H5NO2
Method: DFT, ωB97M-V/def2-TZVPD

As for the relative energy (zero: lowest compared OMol25 entry of this formula, charge and spin): 105.3 kcal per mole. The net charge is 0. Its LUMO energy (spin up / spin down) is 0.0334 / 0.0334 Eh. As for the max |F|: 0.61 eV/Å.

XYZ file:
```
12
Properties=species:S:1:pos:R:3:forces:R:3
O 2.0312 -1.0141 0.1429 -0.404 -0.155 -0.428
C 1.3991 -1.3640 -0.8108 0.468 0.114 0.340
C 0.2957 1.3177 -0.0867 0.105 0.073 -0.052
C -0.9762 1.5440 0.6712 -0.365 0.109 0.214
N -0.5357 0.2635 0.1594 -0.026 -0.355 -0.121
C -0.7805 -0.9773 -0.0084 -0.014 0.277 0.068
O 0.0740 -1.7080 -0.7924 -0.052 0.111 -0.022
H 1.7818 -1.4769 -1.8324 0.046 -0.185 0.149
H 1.2761 1.2900 0.3849 -0.121 0.027 -0.141
H -1.8207 1.9871 0.1410 0.131 -0.024 0.126
H -1.0419 1.6038 1.7583 0.084 -0.113 -0.074
H -1.7029 -1.4657 0.2730 0.148 0.124 -0.058
```
Positions in Å, forces in eV/Å.

# 3
Molecular formula: C3H4O3Tl
Method: DFT, ωB97M-V/def2-TZVPD

As for the relative energy (zero: lowest compared OMol25 entry of this formula, charge and spin): 189.2 kcal per mole. The net charge is +1. Its LUMO energy (spin up / spin down) is -0.2176 / -0.2179 Eh. As for the max |F|: 8.07 eV/Å.

XYZ file:
```
11
Properties=species:S:1:pos:R:3:forces:R:3
O 0.5330 -1.8490 0.0998 2.141 -3.493 2.762
C 1.1051 -1.3498 1.2538 1.767 -0.309 1.383
C 0.6380 0.0244 1.6489 -4.826 -0.014 -3.669
O 0.1268 0.7122 0.6492 3.043 0.778 7.432
Tl -0.3296 -0.5268 -0.9204 -1.708 0.497 -6.143
H 2.2153 -1.2973 1.1844 -0.214 -0.282 0.002
H 0.8968 -1.9906 2.1400 -0.014 0.192 -0.527
H 0.0133 0.0588 2.5605 1.407 1.136 0.661
C -0.0621 1.7573 -1.2054 -4.039 -0.463 -2.140
O -1.3747 1.8853 -1.3902 2.609 0.851 -0.103
H -1.5942 2.6408 -1.9554 -0.164 1.108 0.341
```
Positions in Å, forces in eV/Å.

So what do the calculations give for molecular weight? Going down the list: 985.37, 99.09, 292.45 g mol⁻¹.